Computed, not measured: 2 unconnected molecules or ions with the total composition C4H11NOS at a distorted geometry, with ωB97M-V/def2-TZVPD.

E_tot = -18697.2183 eV
HOMO level = -9.11 eV
SMILES string = CC(N)=O.CSC
Strongest force on any atom = 6.066 eV/A

Last column: Mulliken charge in e.
CARTESIAN COORDINATES (ANGSTROEM)
1 C 0.021886 1.481039 -2.153431  -0.756
2 S -0.653772 -0.201099 -2.401147  -0.062
3 H 0.716023 1.779054 -1.277185  0.183
4 H 0.801995 1.631779 -2.903870  0.284
5 H -0.681366 2.295486 -2.315454  0.314
6 C -2.482384 -0.459377 -1.759521  -0.907
7 H -3.210092 -0.953021 -2.462735  0.324
8 H -3.151552 0.491414 -1.836851  0.269
9 H -2.615113 -0.851207 -0.844231  0.345
10 C 0.773071 -1.403679 2.600999  -0.870
11 C 1.471882 -0.122737 2.363967  0.580
12 O 2.123403 0.552835 3.179147  -0.580
13 N 1.657088 0.195252 0.952061  -0.366
14 H 0.416814 -1.746505 1.647800  0.280
15 H 0.124717 -1.357080 3.334720  0.334
16 H 2.385909 0.789425 0.605665  0.216
17 H 0.833066 0.211597 0.380384  0.175
18 H 1.468430 -2.333169 2.889674  0.236

Cartesian forces, eV/Å:
C 1.24 1.17 0.90
S -1.41 -0.56 0.57
H -1.77 -1.07 -0.39
H -0.45 -0.54 -0.70
H -0.22 -0.19 0.12
C -1.25 3.92 -4.46
H 1.80 -0.60 0.05
H 1.85 -0.72 0.69
H 0.22 -1.36 3.25
C 4.09 -2.60 -2.78
C 4.25 2.63 -0.94
O -1.86 -1.74 -1.09
N -1.15 -1.12 1.54
H -0.91 -0.10 -0.24
H -3.59 0.30 3.46
H 0.12 0.50 0.76
H -0.16 -0.42 -0.28
H -0.79 2.49 -0.46


Computed, not measured: C4H11NOS in the gas phase at a distorted geometry, with ωB97M-V/def2-TZVPD.

E_tot = -18694.9026 eV
HOMO level = -8.54 eV
SMILES string = C=[S@](C)(=O)N(C)C
Strongest force on any atom = 3.924 eV/A

Last column: Mulliken charge in e.
CARTESIAN COORDINATES (ANGSTROEM)
1 C -2.295687 0.689430 0.989255  -0.868
2 C 0.907163 0.852870 1.078688  -0.849
3 C 1.135848 -1.573748 0.422947  -0.859
4 C -1.499065 0.379515 -1.572335  -0.949
5 N 0.520329 -0.234134 0.190693  -0.144
6 O -1.593484 -1.766810 0.216446  -0.739
7 S -1.266778 -0.339370 0.096010  0.938
8 H -1.913180 0.695496 2.060970  0.270
9 H -2.052512 1.652900 0.566081  0.274
10 H 0.281351 1.666411 0.794014  0.293
11 H 0.591085 0.461427 2.040465  0.372
12 H 1.985843 1.150638 1.110904  0.272
13 H 0.997568 -1.715616 1.543768  0.291
14 H 0.597568 -2.323445 -0.152921  0.315
15 H 2.180184 -1.641426 0.406714  0.332
16 H -1.731094 -0.345349 -2.333683  0.335
17 H -2.195767 1.188090 -1.464762  0.339
18 H -0.483356 0.807775 -1.684681  0.377

Cartesian forces, eV/Å:
C 2.35 -0.76 1.03
C 0.24 -1.25 0.44
C -2.45 0.99 2.90
C 1.92 0.22 1.13
N -0.02 -0.88 -1.77
O 0.60 1.08 -0.34
S -1.19 -0.34 -0.18
H -0.83 -0.22 -1.00
H -0.30 0.66 -0.11
H -0.12 1.00 0.15
H 0.33 0.77 0.98
H -0.91 -0.58 -0.48
H -0.30 -0.73 -0.97
H 0.37 0.03 0.19
H 1.64 0.53 -1.17
H -0.12 -0.29 -0.03
H -0.60 0.00 -0.15
H -0.62 -0.23 -0.61


Taking the records one at a time from the top gives lowest unoccupied orbital energy values of 0.65; 0.80 eV.
Taking the records one at a time from the top gives gap between HOMO and LUMO values of 9.8; 9.3 eV.
Taking the records one at a time from the top gives energy relative to the best compared isomer or geometry (same formula, charge and spin) values of 2.700; 5.016 eV.